The following is a quantum chemistry calculation of one molecule with the formula C5H10N2, from the Open Molecules 2025 dataset.

Values from the calculation:
ΔE to the lowest compared entry with this formula, charge and spin: 55.9 kcal/mol
E_LUMO: 0.8 eV
SMILES string: CCN(C#N)CC

Last column: Mulliken charge in e.
Geometry (Å):
C (-1.913, -0.282, -0.235)  -1.032
C (-0.970, 0.504, -1.115)  -0.409
C (1.174, 0.749, 0.339)  -0.661
C (1.077, -0.176, 1.602)  -0.712
C (1.109, -0.695, -1.441)  0.503
H (-2.944, -0.296, -0.546)  0.377
H (-1.665, -1.305, -0.285)  0.358
H (-1.689, 0.003, 0.839)  0.159
H (-1.176, 0.195, -2.142)  0.390
H (-1.262, 1.558, -0.789)  0.223
H (0.861, 1.824, 0.542)  0.281
H (2.284, 0.826, 0.041)  0.353
H (1.203, -1.340, 1.273)  0.254
H (-0.051, -0.139, 2.030)  0.186
H (1.963, 0.059, 2.438)  0.299
N (0.544, 0.339, -0.852)  -0.010
N (1.457, -1.823, -1.700)  -0.559